ORCA calculation (ωB97M-V/def2-TZVPD) on a 12-piece molecular cluster, C48H132N12O12 overall.

Geometry as XYZ:
```
204
Properties=species:S:1:pos:R:3:forces:R:3
C -7.8857 1.3809 -2.0590 0.231 -0.233 -0.452
O -7.4043 2.0214 -0.9113 -0.378 -0.107 0.288
C -6.4595 3.0440 -1.1496 -0.637 0.473 0.148
C -5.0991 2.5651 -1.6424 0.481 0.024 1.034
C -4.6334 1.2869 -0.9330 -0.926 -0.548 -0.194
N -4.1683 3.6710 -1.3986 0.697 0.189 0.165
H -7.0440 0.9682 -2.6300 -0.173 0.099 -0.275
H -8.4983 2.0440 -2.6817 0.232 0.130 -0.089
H -8.5213 0.5333 -1.8012 0.055 0.095 0.425
H -6.8576 3.8236 -1.8184 0.003 -0.318 -0.280
H -6.4075 3.5762 -0.1944 0.477 -0.287 0.107
H -5.1582 2.3704 -2.7155 0.099 0.093 -0.029
H -3.8946 0.7834 -1.5572 0.247 -0.011 0.334
H -5.4628 0.5846 -0.7721 0.133 0.091 -0.390
H -4.2759 1.4562 0.0844 0.372 0.338 -0.164
H -3.1765 3.3845 -1.4914 -0.600 0.018 -0.627
H -4.1477 3.8440 -0.3908 -0.561 0.108 -0.085
C -1.8998 3.5981 2.9743 -0.235 -0.791 -0.323
O -1.1160 3.2625 1.8392 -0.344 0.295 -0.156
C -1.1518 4.2883 0.8593 0.467 1.015 0.263
C -0.4169 3.8496 -0.3914 0.227 0.142 0.241
C -0.0047 5.0336 -1.2448 -0.743 0.660 -0.347
N -1.2862 2.9721 -1.1731 0.361 -0.604 0.389
H -1.9536 2.6837 3.5652 0.050 0.162 0.228
H -2.9203 3.8220 2.6466 0.020 0.276 0.166
H -1.4690 4.4099 3.5640 0.015 0.057 -0.087
H -2.1639 4.6490 0.6260 -0.141 -0.510 0.016
H -0.6568 5.1719 1.2941 0.163 -0.080 -0.117
H 0.4873 3.3523 0.0026 0.009 -0.096 -0.260
H -0.9103 5.4939 -1.6621 -0.001 -0.297 -0.164
H 0.6181 4.7193 -2.0816 0.076 0.027 0.050
H 0.4491 5.8794 -0.7245 0.433 -0.432 0.284
H -0.8313 2.5960 -2.0050 0.272 0.250 0.072
H -1.4799 2.1509 -0.5949 -0.140 -0.026 -0.226
C 0.3642 1.5759 5.0491 0.378 -0.011 0.334
O 0.8433 2.8199 5.5140 -0.139 0.292 -0.363
C 1.6827 2.7168 6.6328 0.104 0.272 0.572
C 1.9615 4.0970 7.2090 -0.091 0.394 0.060
C 2.7268 5.0252 6.2798 -0.073 0.047 -0.218
N 2.7510 3.9324 8.4382 -0.151 -0.166 -0.122
H 0.1054 1.6658 3.9978 -0.058 0.126 -0.004
H -0.5199 1.2481 5.6083 0.075 -0.008 0.072
H 1.1645 0.8319 5.1554 -0.186 -0.182 -0.128
H 1.1862 2.1387 7.4256 0.169 -0.187 -0.081
H 2.6623 2.2705 6.4060 -0.224 -0.270 -0.163
H 0.9848 4.5590 7.4046 0.048 0.017 0.069
H 3.7172 4.6287 6.0404 0.000 -0.006 0.163
H 2.8507 5.9902 6.7748 0.054 0.032 -0.046
H 2.2108 5.2028 5.3356 -0.088 -0.095 0.081
H 3.4226 4.6818 8.5244 -0.003 0.029 0.089
H 2.1698 3.9404 9.2654 0.026 -0.062 0.007
C 1.8788 -2.0869 -1.8223 0.036 -0.064 0.001
O 1.6809 -1.0743 -0.8593 -0.318 -0.513 0.161
C 0.3381 -1.0132 -0.4065 0.214 0.583 -0.051
C 0.2671 0.1319 0.5867 0.162 0.345 0.220
C 1.0592 -0.1765 1.8566 0.387 -0.200 -0.155
N -1.1253 0.5135 0.8225 0.168 0.249 0.010
H 1.2590 -1.9242 -2.7098 -0.041 0.129 -0.079
H 1.6185 -3.0779 -1.4285 0.092 0.035 0.097
H 2.9319 -2.0698 -2.0978 -0.016 -0.050 0.009
H -0.3175 -0.8359 -1.2673 -0.181 0.000 0.107
H 0.0153 -1.9235 0.1195 0.133 -0.154 -0.260
H 0.7574 1.0205 0.1678 -0.201 -0.115 -0.430
H 2.1297 -0.3295 1.6815 -0.120 -0.127 -0.422
H 0.6875 -1.1002 2.3088 -0.140 0.217 0.329
H 1.0393 0.6854 2.5207 -0.359 -0.182 0.230
H -1.6163 -0.1470 1.4148 0.104 -0.055 0.012
H -1.1273 1.4296 1.2766 -0.182 -0.356 0.096
C -2.1053 -4.9820 -1.7694 0.163 0.866 0.564
O -3.0132 -5.1027 -2.8192 0.282 -0.440 -0.932
C -4.3518 -4.8703 -2.4584 -0.041 0.154 1.182
C -5.2486 -4.9506 -3.6762 0.702 -0.188 0.056
C -6.6807 -4.5799 -3.3472 0.119 0.439 -0.503
N -5.2066 -6.2865 -4.2815 -0.366 -0.009 0.144
H -2.5462 -5.3417 -0.8316 0.229 -0.261 -0.005
H -1.8421 -3.9236 -1.5962 -0.065 -0.189 -0.168
H -1.1587 -5.4722 -1.9910 -0.226 -0.405 -0.164
H -4.6304 -5.6268 -1.7035 -0.231 -0.085 -0.164
H -4.4370 -3.9164 -1.9161 -0.080 0.184 -0.328
H -4.8328 -4.2364 -4.3941 -0.179 -0.064 -0.126
H -7.2332 -4.5509 -4.2866 -0.202 -0.308 0.112
H -6.7475 -3.5649 -2.9509 0.087 -0.105 0.286
H -7.1295 -5.2892 -2.6527 -0.089 0.016 -0.001
H -4.2606 -6.5753 -4.5001 0.092 0.223 0.056
H -5.5339 -6.9336 -3.5670 -0.032 -0.123 -0.207
C 3.6680 -1.2691 4.1559 -0.331 -0.084 -0.554
O 4.7609 -0.9809 4.9745 0.447 -0.037 0.108
C 4.9580 0.4052 5.1341 -0.814 0.728 0.348
C 5.8484 0.6888 6.3299 0.228 0.162 -0.501
C 5.9338 2.1799 6.6150 0.455 0.018 -0.044
N 7.2095 0.1828 6.1208 -0.271 -0.436 0.459
H 3.5560 -0.5507 3.3348 0.144 0.090 0.078
H 2.7221 -1.2673 4.7145 0.032 -0.015 0.076
H 3.8158 -2.2439 3.6901 -0.017 -0.097 0.179
H 5.3450 0.8715 4.2160 0.116 -0.135 0.010
H 3.9836 0.8890 5.3343 0.036 -0.093 -0.112
H 5.3731 0.2017 7.1860 0.333 -0.207 0.063
H 5.0158 2.6075 7.0167 -0.081 -0.020 -0.152
H 6.2611 2.7110 5.7144 -0.264 0.091 -0.032
H 6.7301 2.3384 7.3438 -0.101 -0.017 0.127
H 7.6843 0.7190 5.4039 -0.095 0.046 -0.059
H 7.1432 -0.7760 5.7943 0.165 0.036 -0.022
C 0.6383 -3.9842 1.6907 0.309 -0.815 -0.685
O -0.3970 -3.4493 2.4709 0.066 0.071 0.086
C -0.1804 -3.5418 3.8593 0.262 -0.218 0.118
C -1.3576 -2.9714 4.6180 -0.605 -0.130 0.924
C -1.5689 -1.4728 4.4412 0.547 -0.078 0.116
N -1.2077 -3.2143 6.0773 1.027 0.122 -0.244
H 0.2311 -4.1710 0.6942 0.018 0.332 -0.032
H 0.9922 -4.9795 2.0020 -0.247 0.158 0.486
H 1.5354 -3.3583 1.6018 -0.224 0.275 0.152
H -0.0402 -4.5922 4.1621 -0.106 -0.017 -0.194
H 0.7517 -3.0352 4.1677 -0.113 0.198 -0.152
H -2.2736 -3.5137 4.3654 0.095 0.044 -0.416
H -2.0390 -1.2025 3.4984 -0.043 -0.041 -0.008
H -0.5940 -0.9737 4.4902 -0.033 0.029 -0.110
H -2.1420 -1.1025 5.2909 -0.264 0.010 -0.174
H -0.4117 -2.6449 6.3790 -0.290 0.113 0.148
H -0.8445 -4.1559 6.2271 -0.364 -0.073 -0.049
C -3.0965 -2.2365 0.2728 0.494 -0.894 -0.273
O -4.4436 -2.3325 0.6347 -0.430 -0.010 -0.060
C -4.7818 -1.4298 1.6678 0.662 -0.127 -0.085
C -6.2333 -1.5848 2.0073 -1.530 -0.070 0.201
C -7.1166 -1.3782 0.7799 0.169 0.359 -0.601
N -6.6304 -0.5517 2.9894 0.699 -0.216 0.270
H -2.8909 -1.3459 -0.3249 0.157 0.207 0.262
H -2.8379 -3.1128 -0.3297 -0.457 0.360 0.023
H -2.4277 -2.3666 1.1376 -0.056 0.563 0.119
H -4.1068 -1.6643 2.5062 -0.287 0.190 0.275
H -4.5989 -0.3867 1.3702 0.002 -0.074 -0.058
H -6.4504 -2.5815 2.4155 0.383 -0.101 -0.116
H -8.1677 -1.2254 1.0299 0.047 -0.064 0.275
H -7.0772 -2.1830 0.0446 0.213 -0.136 0.201
H -6.7859 -0.4662 0.2706 -0.181 -0.053 0.091
H -7.5614 -0.7572 3.3337 -0.073 0.046 -0.170
H -6.0303 -0.6503 3.8073 -0.053 0.151 -0.046
C 0.2893 2.6290 -7.1488 0.130 0.071 0.069
O 0.4617 1.3332 -6.6112 -0.263 -0.093 -0.541
C 0.8350 0.3832 -7.5934 0.650 -0.685 1.013
C 0.6953 -1.0355 -7.0454 0.003 -0.300 -0.091
C 1.5819 -1.2825 -5.8340 -0.229 0.099 0.018
N 1.1412 -1.9350 -8.1147 -0.124 -0.099 -0.224
H 1.1964 3.0172 -7.6292 0.056 -0.232 0.012
H 0.0624 3.2893 -6.3137 -0.188 -0.013 -0.055
H -0.5156 2.6281 -7.8919 -0.056 0.124 0.102
H 0.2288 0.4481 -8.5013 0.179 0.387 -0.124
H 1.9179 0.4807 -7.7414 -0.147 0.285 -0.784
H -0.3504 -1.2289 -6.7641 0.013 0.204 0.036
H 1.3867 -0.5192 -5.0828 0.119 -0.149 0.158
H 2.6362 -1.2594 -6.1097 0.016 0.130 -0.106
H 1.3775 -2.2709 -5.4159 -0.049 0.063 0.095
H 0.6096 -1.8049 -8.9699 -0.033 0.080 0.080
H 0.9982 -2.9023 -7.8477 0.093 0.031 0.081
C 6.8490 -3.2234 -5.2354 -0.059 0.098 0.240
O 7.6123 -2.3970 -4.3829 0.193 -0.215 -0.287
C 7.2444 -2.4441 -3.0276 0.067 0.160 0.437
C 6.0452 -1.5704 -2.7189 -0.534 1.157 -0.445
C 6.2927 -0.1355 -3.2120 0.291 -0.090 -0.503
N 5.6895 -1.5887 -1.3041 0.141 -0.560 -0.012
H 6.6768 -4.1875 -4.7439 -0.091 -0.063 -0.198
H 7.4156 -3.3660 -6.1528 0.058 -0.049 0.017
H 5.8886 -2.7667 -5.5011 -0.038 -0.057 0.092
H 7.0687 -3.4666 -2.6672 0.015 -0.041 -0.180
H 8.1143 -2.0462 -2.4927 -0.059 -0.044 0.112
H 5.1766 -1.9136 -3.2959 0.035 -0.345 0.145
H 7.1602 0.2878 -2.6966 -0.168 0.157 0.154
H 5.4038 0.4788 -3.0747 0.073 0.056 0.330
H 6.5289 -0.0878 -4.2801 0.006 -0.226 0.055
H 4.9936 -0.8655 -1.1163 0.132 -0.021 -0.035
H 6.5113 -1.3702 -0.7490 -0.045 0.034 0.026
C 3.0993 3.2491 3.3370 -0.334 -0.298 0.084
O 4.1163 2.8067 2.4707 -0.036 -0.098 0.032
C 3.6300 2.4808 1.1849 0.190 0.495 -0.015
C 4.4958 1.4039 0.5593 -0.294 -0.424 -0.349
C 5.9081 1.8745 0.2602 -0.183 -0.262 0.067
N 3.8521 0.8892 -0.6692 -0.706 0.770 0.149
H 2.5382 4.0947 2.9199 0.158 0.129 0.084
H 3.5506 3.5122 4.2903 0.068 0.100 -0.178
H 2.3604 2.4581 3.5391 0.179 0.025 -0.145
H 2.5732 2.1848 1.2261 0.103 -0.290 0.141
H 3.6520 3.3778 0.5413 0.040 -0.008 0.017
H 4.5488 0.5588 1.2556 -0.038 0.042 0.040
H 6.4936 1.0593 -0.1645 -0.067 -0.014 -0.095
H 6.4016 2.1761 1.1834 -0.012 0.333 -0.098
H 5.8635 2.6791 -0.4774 0.208 0.144 0.157
H 3.6019 1.6842 -1.2676 0.639 -0.030 -0.101
H 2.9056 0.6014 -0.4160 0.278 -0.657 -0.002
C -2.1204 -2.5379 -4.5339 -1.672 -0.273 -0.087
O -1.8012 -1.3544 -3.8629 0.642 0.078 0.097
C -2.3839 -0.2088 -4.4552 -0.601 -0.520 0.036
C -1.8417 1.0278 -3.7476 0.160 -0.606 -0.848
C -2.4941 2.2665 -4.3214 0.296 0.864 -0.132
N -0.3801 1.0988 -3.8422 0.287 -0.549 0.109
H -1.6603 -3.4129 -4.0873 0.529 0.232 -0.036
H -1.9942 -2.4841 -5.6227 0.556 0.053 0.063
H -3.2010 -2.7366 -4.4166 0.063 0.057 0.014
H -2.2073 -0.2517 -5.5422 0.324 0.444 0.076
H -3.4840 -0.2554 -4.3591 0.083 -0.012 0.196
H -2.0781 0.8866 -2.6894 -0.146 0.200 0.003
H -3.5569 2.1356 -4.5270 -0.029 0.018 0.204
H -2.0278 2.5987 -5.2552 0.043 -0.527 -0.136
H -2.3350 3.1372 -3.6807 -0.318 -0.177 0.239
H -0.0359 0.2477 -3.3944 0.028 0.261 0.263
H -0.0775 0.9397 -4.8122 -0.377 0.637 0.273
```
Forces are in eV/Å.

DFT total energy = -3467.76793 Eh
gap between HOMO and LUMO = 9.24 eV
relative energy (zero: lowest compared OMol25 entry of this formula, charge and spin) = 48.9 kJ/mol